No. 1
ORCA calculation (ωB97M-V with the def2-TZVPD basis set) on a cluster of 2 separate species, C4H12 in total.

Calculated values
Structure (SMILES): CC.CC
Relative energy (zero: lowest compared OMol25 entry of this formula, charge and spin) in kJ/mol: 30.8
Frontier orbital gap in eV: 12.851
E_tot in Ha: -159.573237

The geometry in ORCA input format:
```
! RIJCOSX wB97M-V def2-TZVPD def2/J DEFGRID3
* xyz 0 1
C 2.8227 -1.2158 -0.3626
C 1.8048 -0.1490 0.1255
H 2.6260 -1.5798 -1.3658
H 3.8221 -0.7944 -0.2753
H 2.8082 -2.0846 0.2966
H 2.3848 0.4934 0.7967
H 1.0564 -0.5588 0.7950
H 1.4674 0.4819 -0.6853
C -2.5983 1.2034 0.5496
C -2.0704 0.1313 -0.4092
H -1.8252 1.8850 0.8943
H -3.4144 1.7486 0.1158
H -3.0917 0.7528 1.4096
H -2.8914 -0.4337 -0.8419
H -1.4962 0.5643 -1.2257
H -1.4049 -0.4445 0.1825
*
```

---

No. 2
ORCA calculation (ωB97M-V with the def2-TZVPD basis set) on a structure of composition C55H59N4P2SSi3Sr.

Calculated values
Frontier orbital gap in eV: 4.624
E_tot in Ha: -4330.601584

The geometry in ORCA input format:
```
! RIJCOSX wB97M-V def2-TZVPD def2/J DEFGRID3
* xyz -1 1
Sr -1.2274 -1.3459 0.2590
C -2.5810 2.2249 1.9544
Si -0.8351 1.5462 1.4567
C 0.1584 1.8222 3.1252
C -0.4001 2.6606 4.1036
C 0.1707 2.8502 5.3517
C 1.3589 2.2109 5.6689
C 1.9509 1.3875 4.7283
C 1.3634 1.1760 3.4795
P 2.1508 0.0199 2.2834
C 3.4318 1.1103 1.5442
C 4.5803 0.5641 0.9654
C 5.4802 1.3646 0.2786
C 5.2383 2.7257 0.1368
C 4.0910 3.2764 0.6890
C 3.1968 2.4757 1.3873
C 3.2090 -1.0709 3.3299
C 2.7586 -2.3736 3.5442
C 3.4982 -3.2692 4.3060
C 4.7082 -2.8772 4.8571
C 5.1753 -1.5870 4.6441
C 4.4330 -0.6945 3.8865
C -0.3183 3.1483 0.4411
C 0.2217 4.2751 1.0820
C 0.3420 5.5035 0.4542
C -0.1273 5.6661 -0.8440
C -0.6541 4.5741 -1.5078
C -0.7007 3.3103 -0.9045
P -1.3662 1.8533 -1.8189
C -0.1988 1.5215 -3.2244
C -0.0675 0.1861 -3.6081
C 0.7134 -0.1836 -4.6943
C 1.4076 0.7828 -5.4055
C 1.3126 2.1147 -5.0213
C 0.5125 2.4798 -3.9465
C -2.7577 2.6384 -2.7255
C -3.7349 3.2789 -1.9583
C -4.8663 3.8113 -2.5512
C -5.0481 3.7060 -3.9254
C -4.0917 3.0627 -4.6940
C -2.9548 2.5286 -4.0983
H -2.9624 1.7172 2.8453
H -3.2851 2.0116 1.1432
H -2.6083 3.3048 2.1329
H -1.3198 3.1863 3.8806
H -0.3133 3.4945 6.0769
H 1.8198 2.3483 6.6397
H 2.8765 0.8866 4.9816
H 4.7700 -0.4997 1.0497
H 6.3654 0.9227 -0.1626
H 5.9399 3.3493 -0.4034
H 3.8853 4.3346 0.5781
H 2.3039 2.9148 1.8138
H 1.8228 -2.6939 3.1015
H 3.1303 -4.2751 4.4605
H 5.2908 -3.5759 5.4446
H 6.1209 -1.2734 5.0695
H 4.8134 0.3060 3.7195
H 0.5360 4.1929 2.1153
H 0.7665 6.3456 0.9894
H -0.1015 6.6365 -1.3250
H -1.0795 4.7144 -2.4938
H -0.5837 -0.5802 -3.0409
H 0.7899 -1.2261 -4.9762
H 2.0226 0.4982 -6.2504
H 1.8531 2.8785 -5.5684
H 0.4474 3.5221 -3.6781
H -3.5946 3.3667 -0.8867
H -5.6139 4.3032 -1.9416
H -5.9326 4.1214 -4.3915
H -4.2301 2.9682 -5.7640
H -2.2211 2.0204 -4.7110
C -0.9586 -4.3523 4.2972
Si -1.9761 -3.0007 3.4226
C -3.7173 -3.0504 4.1583
C -1.2438 -1.3632 3.9967
N -1.9586 -3.0284 1.7266
C -2.3687 -4.1251 0.9650
C -2.6613 -5.3702 1.5465
C -2.9807 -6.5096 0.8169
C -3.0070 -6.4355 -0.5636
C -2.7731 -5.2074 -1.1723
C -2.5159 -4.0230 -0.4640
N -2.4544 -2.7798 -1.1093
Si -3.1367 -2.5443 -2.6488
C -2.0273 -3.0875 -4.0943
C -3.4822 -0.6995 -2.9074
C -4.8439 -3.3456 -2.8745
H -1.5902 -5.0050 4.9058
H -0.2115 -3.9035 4.9563
H -0.4360 -4.9861 3.5756
H -3.7076 -3.2907 5.2253
H -4.3359 -3.7939 3.6489
H -4.2013 -2.0782 4.0338
H -1.0786 -1.3892 5.0781
H -1.9050 -0.5173 3.7866
H -0.2814 -1.1447 3.5312
H -2.6267 -5.4415 2.6286
H -3.1970 -7.4414 1.3263
H -3.2182 -7.3126 -1.1642
H -2.7997 -5.1514 -2.2562
H -1.3843 -2.2672 -4.4270
H -2.6083 -3.4204 -4.9588
H -1.3761 -3.9125 -3.7940
H -2.6761 -0.1700 -3.4175
H -3.6777 -0.1849 -1.9625
H -4.3745 -0.5834 -3.5288
H -5.0051 -4.1464 -2.1509
H -4.9681 -3.7719 -3.8741
H -5.6299 -2.6012 -2.7278
N 4.9299 1.8011 -3.7670
C 4.8752 0.4866 -3.4685
S 6.0227 -0.5551 -4.0354
C 3.7478 0.0705 -2.5884
C 2.9211 0.9985 -1.9668
C 1.8662 0.5524 -1.1911
N 1.5985 -0.7320 -0.9849
C 2.4085 -1.6242 -1.5598
C 3.4808 -1.2753 -2.3605
H 5.6100 2.0600 -4.4637
H 4.0889 2.3546 -3.7217
H 3.0866 2.0631 -2.0410
H 1.2197 1.2614 -0.6826
H 2.1921 -2.6681 -1.3626
H 4.1048 -2.0330 -2.8133
*
```

---

No. 3
ORCA calculation (ωB97M-V with the def2-TZVPD basis set) on a cluster of 2 separate species, C2H3Cl2NO2 in total.

Calculated values
Relative energy (zero: lowest compared OMol25 entry of this formula, charge and spin) in kJ/mol: 627.7
Frontier orbital gap (spin up / spin down) in eV: 6.004 / 6.052
E_tot in Ha: -1203.412467

The geometry in ORCA input format:
```
! RIJCOSX wB97M-V def2-TZVPD def2/J DEFGRID3
* xyz 0 1
C -0.5156 0.3052 -0.6829
C -1.6543 0.0004 0.4468
N 2.5305 -0.1218 -0.4808
O -0.6953 1.1498 -1.4822
O 0.3922 -0.5385 -0.4681
Cl 2.8049 1.0820 0.6149
Cl 2.7818 -1.6418 0.1191
H -2.5845 -0.2998 0.0082
H -1.8070 1.0138 0.9862
H -1.2527 -0.9493 0.9387
*
```

---

No. 4
ORCA calculation (ωB97M-V with the def2-TZVPD basis set) on the molecule C3H6N4.

Calculated values
Structure (SMILES): CC1=NN=N[C@H]1N
Relative energy (zero: lowest compared OMol25 entry of this formula, charge and spin) in kJ/mol: 254.2
Frontier orbital gap in eV: 8.873
E_tot in Ha: -336.852445

The geometry in ORCA input format:
```
! RIJCOSX wB97M-V def2-TZVPD def2/J DEFGRID3
* xyz 0 1
C -0.7276 -1.1469 -1.1059
C -0.7098 0.0152 -0.1872
N -1.7783 0.4085 0.4539
N -1.4041 1.3929 1.3456
N -0.2347 1.6197 1.5184
C 0.5170 0.7107 0.2319
N 1.6989 -0.0424 0.3883
H -0.2147 -0.9019 -2.0369
H -1.7544 -1.4407 -1.3126
H -0.1985 -1.9874 -0.6500
H 0.6971 1.6394 -0.3120
H 2.5077 0.5230 0.6041
H 1.6014 -0.7901 1.0624
*
```

---

No. 5
ORCA calculation (ωB97M-V with the def2-TZVPD basis set) on a cluster of 2 separate species, C3H4O in total.

Calculated values
Relative energy (zero: lowest compared OMol25 entry of this formula, charge and spin) in kJ/mol: 624.2
Frontier orbital gap (spin up / spin down) in eV: 8.056 / 8.199
E_tot in Ha: -191.672256

The geometry in ORCA input format:
```
! RIJCOSX wB97M-V def2-TZVPD def2/J DEFGRID3
* xyz 0 1
C 0.3657 -0.4354 0.5548
C -0.1759 -0.5022 -0.8486
C -1.0095 0.0541 0.2003
O -1.4634 -1.0470 -0.4921
H 0.4186 -1.3380 1.1508
H 1.1293 0.3021 0.7570
H 0.1050 -0.2262 -1.8348
H -1.8598 1.8909 0.1685
*
```

---

No. 6
ORCA calculation (ωB97M-V with the def2-TZVPD basis set) on a cluster of 2 separate species, C6H14Cl in total.

Calculated values
Relative energy (zero: lowest compared OMol25 entry of this formula, charge and spin) in kJ/mol: 146.2
Frontier orbital gap (spin up / spin down) in eV: 8.840 / 11.085
⟨S²⟩: 0.75
E_tot in Ha: -697.081645

The geometry in ORCA input format:
```
! RIJCOSX wB97M-V def2-TZVPD def2/J DEFGRID3
* xyz 0 2
Cl 0.9843 -2.1197 -2.4707
H 1.7923 4.1938 -2.2924
C 2.7347 3.6555 -2.4231
C 3.6795 4.5565 -3.2147
C 3.3828 3.1412 -1.1255
C 4.1706 1.8507 -1.4799
C 2.2734 2.7975 -0.0638
C 0.8377 3.1295 -0.1513
H 2.4390 2.8361 -3.1005
H 3.2228 5.1376 -4.0213
H 4.1034 5.2830 -2.5141
H 4.5119 4.0213 -3.6702
H 4.1432 3.8873 -0.8481
H 3.7222 1.1716 -2.2209
H 5.1040 2.0991 -1.9123
H 4.4205 1.1820 -0.6352
H 1.2505 -0.9209 -2.5588
H 2.3563 1.6962 0.0586
H 0.4803 2.1776 0.2213
H 0.1455 3.9457 0.1885
H 0.5582 2.9034 -1.1871
*
```